Entry 1:
Computed, not measured: a structure of composition C25H33I2NOP3Tc in a non-equilibrium geometry, with the ωB97M-V functional and the def2-TZVPD basis.

Output
Frontier orbital gap (alpha / beta) in eV: 6.214 / 3.729
Net charge: +3
Highest occupied orbital energy (alpha / beta) in Ha: -0.5854 / -0.6226
E in eV: -76236.6183
Multiplicity: 4

Cartesian coordinates (Å):
1 I -2.364 -0.162 -1.581
2 I -0.541 -0.103 -3.502
3 Tc 0.287 -0.295 0.672
4 P -0.019 -2.542 -0.124
5 C -0.626 -3.607 1.259
6 C -0.877 -3.454 -1.469
7 H -0.533 -4.503 -1.441
8 H 1.575 -4.347 -0.534
9 H -0.668 -3.039 -2.462
10 H 2.151 -2.798 -1.186
11 H -1.660 -3.323 1.506
12 H -1.959 -3.456 -1.316
13 C 1.663 -3.274 -0.324
14 H -0.665 -4.645 0.902
15 H 2.259 -3.122 0.583
16 H 0.032 -3.558 2.140
17 P 0.274 2.116 0.007
18 C 0.001 3.174 1.499
19 C 1.794 3.022 -0.573
20 H -0.935 2.853 -2.086
21 H -0.607 4.218 -0.968
22 H -1.927 3.080 -0.624
23 C -0.909 3.153 -1.028
24 H 2.069 2.676 -1.575
25 H 1.641 4.110 -0.630
26 H 0.078 4.241 1.225
27 H 0.729 2.958 2.286
28 H 2.634 2.845 0.107
29 H -1.011 2.995 1.882
30 C -1.421 0.169 1.372
31 O -2.461 0.533 1.796
32 N 1.018 -0.851 2.240
33 P 1.133 -1.054 3.845
34 C 2.332 0.181 4.357
35 C 2.607 1.276 3.523
36 C 3.523 2.261 3.916
37 C 4.143 2.172 5.165
38 C 3.836 1.103 6.028
39 C 2.955 0.095 5.626
40 C -0.337 -0.825 4.880
41 C -0.196 -0.265 6.162
42 C -1.291 -0.202 7.017
43 C -2.518 -0.725 6.621
44 C -2.646 -1.320 5.374
45 C -1.557 -1.402 4.510
46 C 1.717 -2.689 4.416
47 C 3.071 -2.886 4.762
48 C 3.508 -4.103 5.309
49 C 2.598 -5.140 5.527
50 C 1.250 -4.961 5.164
51 C 0.798 -3.754 4.612
52 H 2.128 1.331 2.541
53 H 3.749 3.103 3.250
54 H 4.863 2.941 5.461
55 H 4.310 1.035 7.011
56 H 2.746 -0.752 6.296
57 H 0.765 0.118 6.502
58 H -1.179 0.266 7.987
59 H -3.360 -0.656 7.300
60 H -3.611 -1.709 5.078
61 H -1.658 -1.896 3.541
62 H 3.789 -2.070 4.629
63 H 4.552 -4.239 5.603
64 H 2.925 -6.058 6.030
65 H 0.541 -5.776 5.341
66 H -0.269 -3.649 4.343

These are the Löwdin partial charges, in e, on atoms 1 to 6: I 0.39; I 0.27; Tc 0.80; P 0.70; C -0.25; C -0.29

=====

Entry 2:
Computed, not measured: a cluster of 2 separate species, FH3P2 in total in a non-equilibrium geometry, with the ωB97M-V functional and the def2-TZVPD basis.

Output
Frontier orbital gap in eV: 8.045
Highest occupied orbital energy in Ha: -0.3805
E in eV: -21340.4704

Cartesian coordinates (Å):
1 F -2.247 0.797 -0.217
2 P 1.293 0.078 0.083
3 P -0.694 -1.094 -0.090
4 H 1.661 -0.140 1.422
5 H 0.541 1.252 0.301
6 H -0.555 -0.893 -1.500

Let us look at the Löwdin charges, expressed in e, one per atom: F -0.59; P 0.44; P 0.66; H -0.19; H -0.16; H -0.17

=====

Entry 3:
Computed, not measured: a cluster of 2 separate species, C26H25ClN3O2 in total in a non-equilibrium geometry, with the ωB97M-V functional and the def2-TZVPD basis.

Output
Frontier orbital gap in eV: 6.622
Net charge: +1
Highest occupied orbital energy in Ha: -0.3904
E in eV: -48444.6850

Cartesian coordinates (Å):
1 Cl 5.909 1.822 -2.331
2 C 4.215 1.982 -2.520
3 C 3.537 3.044 -1.912
4 C 2.161 3.169 -2.082
5 C 1.460 2.220 -2.822
6 C -0.048 2.179 -2.705
7 C -0.959 1.602 -3.809
8 C -2.362 1.889 -3.232
9 C -2.149 3.070 -2.305
10 C -0.833 3.341 -2.169
11 C 2.155 1.248 -3.556
12 C 3.532 1.089 -3.371
13 H 4.097 3.760 -1.311
14 H 1.669 4.040 -1.667
15 H -0.860 2.118 -4.767
16 H -0.777 0.541 -3.980
17 H -3.057 2.145 -4.021
18 H -2.730 1.021 -2.682
19 H -2.965 3.575 -1.797
20 H -0.326 4.110 -1.616
21 H 1.625 0.630 -4.280
22 H 4.074 0.292 -3.878
23 C -1.192 0.819 2.833
24 N -1.536 -0.552 2.465
25 C -0.690 -1.550 2.021
26 H -0.123 1.423 -1.959
27 C 0.800 -1.595 2.178
28 C 1.411 -2.409 3.163
29 C 2.786 -2.453 3.293
30 C 3.611 -1.685 2.429
31 N 5.029 -1.674 2.511
32 O 5.649 -0.956 1.687
33 O 5.613 -2.356 3.379
34 C 3.022 -0.878 1.437
35 C 1.636 -0.838 1.326
36 N -1.426 -2.302 1.130
37 C -0.944 -3.015 -0.049
38 C -2.801 -1.936 1.213
39 C -2.872 -0.841 2.064
40 C -4.109 -0.336 2.490
41 C -5.149 -1.278 2.452
42 C -5.077 -2.391 1.589
43 C -3.962 -2.574 0.755
44 H -2.024 1.252 3.411
45 H -0.254 0.861 3.403
46 H -1.111 1.427 1.908
47 H 0.774 -2.994 3.818
48 H 3.306 -3.054 4.031
49 H 3.665 -0.294 0.770
50 H 1.167 -0.214 0.566
51 H -1.742 -3.691 -0.392
52 H -0.775 -2.290 -0.872
53 H -0.023 -3.578 0.163
54 H -4.214 0.660 2.928
55 H -5.992 -1.196 3.143
56 H -5.866 -3.147 1.628
57 H -3.953 -3.252 -0.104

These are the Löwdin partial charges, in e, on atoms 1 to 6: Cl 0.69; C -0.70; C -0.10; C -0.04; C -0.18; C -0.29

=====

Entry 4:
Computed, not measured: a structure of composition C12H29LiN3O8 in a non-equilibrium geometry, with the ωB97M-V functional and the def2-TZVPD basis.

Output
Frontier orbital gap in eV: 6.712
Net charge: -1
Highest occupied orbital energy in Ha: -0.1665
E in eV: -33967.9526

Cartesian coordinates (Å):
1 Li 0.018 0.260 -0.691
2 C 2.296 3.364 -1.566
3 C 0.894 2.940 -1.194
4 O 0.202 3.836 -0.657
5 O 0.397 1.896 -1.713
6 H 2.830 2.663 -2.215
7 H 2.972 3.737 -0.795
8 H 2.173 4.238 -2.213
9 N -3.742 1.072 -1.122
10 O -4.166 0.171 -0.326
11 O -4.364 1.525 -2.107
12 O -2.584 1.515 -0.893
13 C 0.278 2.654 2.843
14 C 0.631 1.268 2.328
15 C 0.701 0.119 3.388
16 O 2.023 0.192 3.939
17 C 2.137 -0.600 5.088
18 N -0.314 0.804 1.286
19 H 1.097 3.003 3.483
20 H -0.556 2.697 3.547
21 H 0.175 3.365 2.024
22 H 1.617 1.239 1.863
23 H 0.751 -0.812 2.815
24 H -0.084 0.169 4.145
25 H 1.541 -0.195 5.915
26 H 3.169 -0.555 5.441
27 H 1.883 -1.660 4.975
28 H -0.680 1.643 0.815
29 H -1.177 0.608 1.800
30 C 3.176 -0.090 -0.227
31 O 1.947 -0.566 -0.662
32 C 1.796 -1.973 -0.511
33 C 0.513 -2.433 -1.166
34 N -0.705 -1.711 -0.663
35 C -1.939 -2.255 -1.264
36 C -2.219 -1.666 -2.648
37 O -3.349 -2.416 -3.117
38 C -3.809 -2.078 -4.393
39 H 3.220 0.996 -0.298
40 H 4.024 -0.479 -0.805
41 H 3.370 -0.356 0.821
42 H 1.740 -2.139 0.572
43 H 2.650 -2.534 -0.901
44 H 0.392 -3.495 -0.931
45 H 0.449 -2.205 -2.229
46 H -0.922 -1.947 0.302
47 H -2.859 -2.104 -0.696
48 H -1.976 -3.354 -1.308
49 H -1.376 -1.692 -3.347
50 H -2.386 -0.597 -2.486
51 H -4.271 -1.086 -4.386
52 H -4.513 -2.872 -4.650
53 H -3.073 -2.103 -5.207

These are the Löwdin partial charges, in e, on atoms 1 to 6: Li 0.59; C -0.06; C -0.76; O -0.05; O -0.14; H 0.06

=====

Entry 5:
Computed, not measured: a structure of composition C28H43BrCoN2P2S in a non-equilibrium geometry, with the ωB97M-V functional and the def2-TZVPD basis.

Output
Frontier orbital gap (alpha / beta) in eV: 7.306 / 5.127
Net charge: +2
Highest occupied orbital energy (alpha / beta) in Ha: -0.4959 / -0.4984
E in eV: -169778.6661
Multiplicity: 4

Cartesian coordinates (Å):
1 N -5.200 1.396 -2.110
2 C -5.010 1.966 -0.925
3 C -3.760 1.952 -0.302
4 C -2.675 1.425 -1.020
5 C -2.881 0.842 -2.279
6 C -4.190 0.851 -2.789
7 C -1.332 1.636 -0.477
8 Co -0.184 0.402 0.181
9 P 1.804 -0.109 0.682
10 C -0.102 1.490 -1.284
11 C 0.848 2.653 -1.419
12 C 1.897 2.615 -2.374
13 C 2.979 3.480 -2.266
14 C 3.005 4.433 -1.231
15 C 1.894 4.586 -0.381
16 C 0.800 3.722 -0.513
17 Br 4.496 5.482 -0.976
18 H -1.301 2.346 0.358
19 H -0.155 0.910 -2.211
20 H -3.609 2.403 0.677
21 H -2.058 0.426 -2.877
22 H -5.860 2.428 -0.410
23 H -4.382 0.386 -3.759
24 H 1.836 1.904 -3.197
25 H -0.076 3.866 0.122
26 H 3.822 3.424 -2.980
27 H 1.863 5.376 0.367
28 P -1.096 -1.876 -0.112
29 C 2.883 1.389 1.013
30 C 4.354 1.407 0.569
31 H 2.844 1.544 2.102
32 H 2.400 2.296 0.596
33 H 4.717 2.447 0.639
34 H 4.971 0.790 1.234
35 H 4.493 1.064 -0.462
36 C 2.156 -0.543 -1.167
37 C 3.084 -1.625 -1.721
38 H 2.398 0.404 -1.686
39 H 1.129 -0.749 -1.558
40 H 2.718 -1.922 -2.720
41 H 4.081 -1.204 -1.873
42 H 3.147 -2.518 -1.094
43 C 1.840 -0.980 2.464
44 C 2.924 -1.916 2.994
45 H 0.867 -1.499 2.548
46 H 1.746 -0.153 3.188
47 H 2.490 -2.461 3.848
48 H 3.277 -2.652 2.267
49 H 3.783 -1.365 3.390
50 C -1.059 -2.904 1.401
51 C -1.599 -4.340 1.265
52 H -1.611 -2.340 2.168
53 H -0.006 -2.947 1.712
54 H -2.650 -4.372 0.941
55 H -0.992 -4.932 0.563
56 H -1.535 -4.827 2.248
57 C -0.212 -2.936 -1.351
58 C -0.299 -2.448 -2.795
59 H -0.669 -3.937 -1.275
60 H 0.834 -3.030 -1.018
61 H -1.343 -2.396 -3.128
62 H 0.151 -1.457 -2.941
63 H 0.237 -3.147 -3.454
64 C -2.816 -2.094 -0.715
65 C -3.933 -1.641 0.223
66 H -2.928 -3.166 -0.942
67 H -2.890 -1.551 -1.670
68 H -4.036 -0.544 0.219
69 H -4.888 -2.058 -0.138
70 H -3.795 -1.976 1.264
71 S -2.034 0.099 4.235
72 C -0.622 1.100 4.361
73 C -0.119 1.422 3.117
74 N -0.816 0.813 2.064
75 C -1.923 0.181 2.518
76 H -0.181 1.392 5.315
77 H 0.759 2.050 2.903
78 H -2.700 -0.183 1.848

These are the Löwdin partial charges, in e, on atoms 1 to 6: N 0.09; C -0.10; C -0.02; C -0.22; C -0.02; C -0.09

=====

Entry 6:
Computed, not measured: a cluster of 2 separate species, C2H6N2O in total in a non-equilibrium geometry, with the ωB97M-V functional and the def2-TZVPD basis.

Output
Frontier orbital gap in eV: 9.617
Highest occupied orbital energy in Ha: -0.3214
E in eV: -7197.3680

Cartesian coordinates (Å):
1 N -2.590 0.303 -0.522
2 C -1.294 -0.016 -0.785
3 O -0.612 -0.861 -0.257
4 H -2.931 1.050 -1.098
5 H -2.915 0.092 0.410
6 H -0.825 0.597 -1.567
7 C 1.980 -0.227 0.583
8 N 2.672 0.746 1.035
9 H 1.297 -0.648 1.307
10 H 2.034 -0.610 -0.445
11 H 3.662 0.736 0.794

These are the Löwdin partial charges, in e, on atoms 1 to 6: N 0.12; C -0.42; O -0.01; H 0.09; H 0.11; H 0.13